No. 1
DFT (ωB97M-V/def2-TZVPD) results for a structure of composition NO3Tl.

Calculated values
**Total charge**: +2
**Energy relative to the best compared isomer or geometry (same formula, charge and spin)**: 100.2 kJ/mol
**Orbital gap**: 0.1656 Ha
**Highest occupied orbital energy**: -22.44 eV
**DFT total energy**: -451.85770 Ha

Geometry as XYZ:
```
5
Properties=species:S:1:pos:R:3:forces:R:3:mulliken_charge:R:1
Tl -2.193 -2.461 0.059 -0.6421 -0.7085 0.0814 1.013
N 0.570 0.593 -0.013 -1.7746 -1.0904 -1.4701 1.197
O 1.406 0.959 -0.802 -0.0151 -0.3484 0.0934 -0.019
O -0.298 -0.269 -0.268 2.2175 1.6940 0.1941 -0.152
O 0.515 1.178 1.024 0.2143 0.4533 1.1011 -0.040
```
Forces are in eV/Å.

No. 2
DFT (ωB97M-V/def2-TZVPD) results for a structure of composition NO9PV2.

Calculated values
**Spin multiplicity**: 3
**Orbital gap (alpha / beta)**: 0.1391 / 0.1391 Ha
**Expectation value of S²**: 2.1086
**Highest occupied orbital energy (alpha / beta)**: -8.08 / -8.08 eV
**DFT total energy**: -2960.70047 Ha

Geometry as XYZ:
```
13
Properties=species:S:1:pos:R:3:forces:R:3:mulliken_charge:R:1
O 1.819 1.494 2.950 -3.7827 2.0231 -1.8244 -0.589
V 0.458 2.124 2.303 2.6621 -2.6069 1.8636 1.516
O 2.142 -4.535 -3.475 1.7074 3.3909 -6.7158 -0.524
V 2.531 -3.717 -4.917 -1.5885 -2.5631 7.3858 1.431
N 2.897 -0.461 -2.090 -7.4052 1.1827 -2.2594 0.894
O 3.033 -0.431 -3.366 1.0301 0.1760 -0.3120 -0.651
O 1.824 0.086 -1.614 1.4095 1.4753 -0.7750 -0.597
O 3.388 -1.255 -1.415 4.7770 -3.5144 2.8435 -0.549
P -3.619 1.399 2.397 0.9779 0.9366 0.1437 0.919
O -2.710 0.990 1.220 -0.1378 -0.1656 -0.5952 -0.398
O -4.367 2.650 2.150 -1.0622 1.6993 -1.1361 -0.494
O -2.851 1.434 3.647 2.0064 -0.2836 2.0076 -0.630
O -4.545 0.224 2.210 -0.5940 -1.7504 -0.6263 -0.328
```
Forces are in eV/Å.

No. 3
DFT (ωB97M-V/def2-TZVPD) results for a structure of composition O10P2Pb2V.

Calculated values
**Total charge**: -1
**Orbital gap**: 0.1036 Ha
**Highest occupied orbital energy**: -3.32 eV
**DFT total energy**: -2764.81716 Ha

Geometry as XYZ:
```
15
Properties=species:S:1:pos:R:3:forces:R:3:mulliken_charge:R:1
Pb 1.584 -14.037 21.206 -0.7751 -1.9395 -3.2673 0.845
Pb -5.307 -13.013 18.198 2.7736 -3.9552 -0.6166 0.956
O -0.872 -15.397 20.407 2.5228 -1.5073 5.3473 -0.855
V -1.413 -15.035 19.047 -5.5410 3.1754 -9.5417 1.661
O -2.762 -14.007 19.310 2.7433 -0.9917 -0.3402 -0.821
P 1.084 -15.196 17.573 4.6465 1.9639 -5.6093 0.782
O 1.343 -16.557 17.112 -1.0370 -2.2047 -0.7380 -0.593
O 1.520 -15.160 18.975 2.2173 1.3130 9.2852 -0.425
O -0.236 -14.482 17.547 -4.1557 0.9727 2.1446 -0.421
O 2.113 -14.248 16.894 -0.7883 -0.1157 0.0593 -0.645
P -3.493 -15.982 16.925 -2.2859 -5.0934 -3.6520 0.807
O -3.506 -15.612 15.490 0.5119 2.6567 -0.9460 -0.713
O -4.176 -17.343 16.970 -0.0546 -0.6368 1.0888 -0.757
O -4.542 -15.246 17.817 -2.7793 4.6348 2.2427 -0.459
O -2.075 -16.171 17.457 2.0016 1.7277 4.5432 -0.363
```
Forces are in eV/Å.

No. 4
DFT (ωB97M-V/def2-TZVPD) results for a structure of composition O16S4Y.

Calculated values
**Total charge**: -5
**Energy relative to the best compared isomer or geometry (same formula, charge and spin)**: 0.0 kJ/mol
**Orbital gap**: 0.1804 Ha
**Highest occupied orbital energy**: 6.54 eV
**DFT total energy**: -2834.69560 Ha

Geometry as XYZ:
```
21
Properties=species:S:1:pos:R:3:forces:R:3:mulliken_charge:R:1
Y -0.115 0.188 0.169 0.1938 -0.5011 -0.7055 1.319
S -2.382 -1.682 -0.043 -0.1846 -0.3840 -0.3045 1.141
O -1.320 -1.323 -1.035 -0.6231 -1.0919 -0.7659 -0.532
O -3.723 -1.396 -0.615 0.0208 0.1696 0.3586 -0.776
O -2.357 -3.095 0.391 0.0359 0.0417 -0.2385 -0.746
O -1.996 -0.785 1.097 -1.1828 -0.0114 0.6081 -0.669
S 2.546 0.703 -1.053 -0.1327 -0.4841 -0.8155 1.117
O 3.694 -0.095 -0.592 0.0413 0.1140 -0.2063 -0.703
O 3.020 1.675 -2.078 -0.0150 0.3942 0.5729 -0.783
O 1.437 -0.108 -1.650 0.6436 -0.3208 -0.2636 -0.583
O 1.834 1.307 0.136 1.3182 1.1408 -0.1517 -0.581
S 1.353 -1.727 1.935 -0.2242 -0.4111 -0.1311 1.148
O 0.743 -2.781 2.784 0.0556 0.2537 0.1756 -0.776
O 2.816 -1.756 2.122 -0.1008 0.1485 0.2686 -0.727
O 0.957 -1.884 0.505 0.5263 -0.7758 0.2421 -0.497
O 0.758 -0.365 2.222 0.4215 0.0205 1.5346 -0.686
S -1.475 2.658 -0.871 0.6167 -0.2905 -0.5666 1.210
O -0.948 1.448 -1.585 -0.6981 0.9516 -0.5735 -0.565
O -1.235 2.269 0.565 -0.3440 0.7996 0.4882 -0.782
O -0.694 3.859 -1.254 -0.3527 0.1284 0.2919 -0.758
O -2.911 2.889 -1.150 -0.0157 0.1080 0.1822 -0.769
```
Forces are in eV/Å.